Molecular formula: C32H57N6O3
Method: DFT, ωB97M-V/def2-TZVPD

Geometry as XYZ:
```
98
C32H57N6O3 | OMol25 | ωB97M-V/def2-TZVPD
C -2.2747 0.2104 0.2279
C -1.8608 0.3848 -1.2416
C -0.7073 1.3982 -1.2826
C -3.0338 0.9045 -2.1047
C -3.5516 -0.0656 -3.1668
O -4.4436 0.6628 -4.0195
C -4.3466 -1.2656 -2.6220
C -5.2104 -0.9782 -1.4314
C -6.0190 -2.0781 -0.9128
O -4.8096 -1.5394 -0.2186
C -2.3463 -0.5404 -3.9773
C -1.2383 -1.2414 -3.1670
C -1.3268 -2.7826 -3.3166
C 0.1395 -0.7966 -3.6652
N -1.4037 -0.9522 -1.7125
O -0.5046 -1.4707 -0.9720
H -2.5845 -0.8077 0.4472
H -1.4212 0.4297 0.8744
H -3.0547 0.9232 0.4807
H 0.2124 0.9534 -0.9015
H -0.5396 1.7776 -2.2915
H -0.9976 2.2491 -0.6624
H -3.8440 1.2784 -1.4810
H -2.6852 1.7746 -2.6689
H -4.0182 0.8229 -4.8635
H -5.0208 -1.5687 -3.4252
H -3.6844 -2.0833 -2.3377
H -5.6516 0.0245 -1.4062
H -6.8140 -1.9614 -0.1899
H -5.7893 -3.0813 -1.2531
H -2.6813 -1.1981 -4.7831
H -1.9265 0.3540 -4.4548
H -1.4238 -3.2506 -2.3382
H -0.4218 -3.1862 -3.7700
H -2.1833 -3.0827 -3.9185
H 0.2647 0.2854 -3.6536
H 0.9240 -1.2611 -3.0683
H 0.2533 -1.1359 -4.6967
C 4.2680 -3.4402 1.1675
C 2.9277 -2.8161 0.8047
C 2.7738 -2.5477 -0.6963
C 3.7217 -1.5399 -1.1712
N 4.4552 -0.7340 -1.5337
H 5.0917 -2.7668 0.9194
H 4.3299 -3.6595 2.2303
H 4.4186 -4.3744 0.6211
H 2.7965 -1.8764 1.3463
H 2.1131 -3.4745 1.1117
H 1.7642 -2.1959 -0.9147
H 2.9274 -3.4679 -1.2643
C 9.6216 -4.6273 3.4758
C 9.1122 -3.5776 2.4975
C 8.1273 -2.5971 3.1439
C 6.8936 -3.2591 3.5685
N 5.9159 -3.7829 3.8639
H 8.8070 -5.2550 3.8401
H 10.3555 -5.2764 2.9992
H 10.0994 -4.1594 4.3387
H 8.6289 -4.0613 1.6469
H 9.9474 -2.9987 2.1003
H 7.8590 -1.8024 2.4460
H 8.5806 -2.1202 4.0153
C -4.8499 4.0360 4.1893
C -4.3554 2.6311 3.8736
C -3.2539 2.6232 2.8106
C -3.7354 3.0695 1.5030
N -4.0888 3.3652 0.4502
H -5.3109 4.5019 3.3163
H -5.5927 4.0151 4.9866
H -4.0247 4.6708 4.5175
H -5.1856 2.0072 3.5358
H -3.9443 2.1698 4.7711
H -2.8461 1.6189 2.6845
H -2.4278 3.2655 3.1162
C 0.7203 4.4987 -2.7046
C -0.6654 5.0595 -2.9963
C -0.8921 5.3364 -4.4860
C -0.0135 6.3910 -4.9939
N 0.6699 7.2253 -5.3866
H 1.5045 5.2114 -2.9627
H 0.8162 4.2640 -1.6444
H 0.8972 3.5803 -3.2688
H -0.8229 5.9793 -2.4308
H -1.4311 4.3538 -2.6666
H -1.9243 5.6384 -4.6689
H -0.7137 4.4316 -5.0714
C -0.4257 -1.4132 3.6799
C 0.5437 -0.3290 3.2317
C 0.8720 0.6778 4.3417
C -0.3024 1.4528 4.7458
N -1.2233 2.0765 5.0316
H -1.3933 -0.9898 3.9560
H -0.5944 -2.1320 2.8787
H -0.0357 -1.9561 4.5431
H 0.1321 0.2052 2.3734
H 1.4821 -0.7785 2.9024
H 1.6375 1.3798 4.0076
H 1.2667 0.1675 5.2224
```

Computed properties:
Total energy, eV: -49187.9387
Charge: 0
Spin multiplicity: 2
⟨S²⟩: 0.754


Molecular formula: C18H15BF4N3OPPd
Method: DFT, ωB97M-V/def2-TZVPD

Geometry as XYZ:
```
44
C18H15BF4N3OPPd | OMol25 | ωB97M-V/def2-TZVPD
Pd -1.5578 -0.9090 -0.0748
N 0.6296 0.3773 1.4764
P 0.4388 -0.2388 -0.0857
C 1.8584 -1.2183 -0.5065
C 3.0520 -0.5804 -0.8468
C 4.1701 -1.3460 -1.1315
C 4.0882 -2.7323 -1.0998
C 2.8942 -3.3640 -0.7838
C 1.7724 -2.6068 -0.4827
C 0.4074 1.1929 -1.1697
C 0.8003 2.4525 -0.7233
C 0.7582 3.5359 -1.5872
C 0.3196 3.3592 -2.8917
C -0.0803 2.1070 -3.3347
C -0.0401 1.0199 -2.4776
C -0.3643 0.1926 2.4386
C -0.3466 0.8356 3.6728
C -1.3416 0.5088 4.5694
C -2.3025 -0.4418 4.2335
C -2.2404 -1.0195 2.9866
N -1.2810 -0.7158 2.1044
H 1.4600 0.8863 1.7372
H 3.1001 0.4995 -0.9116
H 5.1000 -0.8611 -1.3946
H 4.9626 -3.3241 -1.3374
H 2.8312 -4.4432 -0.7789
H 0.8300 -3.0873 -0.2493
H 1.0986 2.6070 0.3045
H 1.0469 4.5166 -1.2352
H 0.2712 4.2077 -3.5616
H -0.4480 1.9797 -4.3433
H -0.3879 0.0488 -2.8124
H 0.4141 1.5682 3.8986
H -1.3713 0.9974 5.5342
H -3.0926 -0.7159 4.9153
H -2.9710 -1.7465 2.6562
F -3.2333 0.7319 -1.3439
B -3.5739 0.9659 -0.0084
F -3.8502 -0.3426 0.5692
F -2.4085 1.4265 0.6856
F -4.6137 1.8284 0.1466
O -3.0996 -3.1958 -2.9444
C -2.2938 -2.7065 -2.2385
N -1.4054 -2.2500 -1.5736
```

Computed properties:
Energy above the lowest of the compared OMol25 structures with the same formula, charge and spin, kcal/mol: 25.4
Charge: 0